No. 1
DFT (ωB97M-V with the def2-TZVPD basis set) results for a structure of composition C52H55N6O3PReS3.

The geometry in XYZ format:
```
121
Properties=species:S:1:pos:R:3:forces:R:3:lowdin_spin:R:1
Re 0.4271 -0.1754 -0.0767 1.12 0.09 -2.06 0.742
N 3.2356 -3.5884 6.9114 -0.04 -0.11 0.28 0.001
C 3.1887 -2.8226 5.7960 -0.02 0.18 -0.35 0.001
C 3.1247 -3.4119 4.5191 -0.01 0.11 0.05 0.000
C 3.1028 -2.6234 3.3899 0.11 -0.07 -0.06 0.001
C 3.1180 -1.2412 3.5126 0.07 0.65 -0.69 0.001
C 3.1643 -0.6393 4.7613 0.16 0.04 0.20 0.001
C 3.1948 -1.4190 5.8934 0.00 -0.09 -0.02 0.000
S 3.1857 -0.2097 2.0698 0.07 -0.56 0.22 0.004
O 3.7663 1.0590 2.3754 0.00 -0.01 0.21 0.000
O 3.6948 -0.9666 0.9604 -0.05 -0.27 0.03 0.000
N 1.5713 0.0606 1.6357 0.62 -0.52 -1.05 0.051
C 0.7422 0.6167 2.5096 -1.38 0.73 1.49 0.004
N -0.5460 0.6189 2.0712 1.26 -0.64 -0.98 0.006
C -1.4443 1.1912 2.8548 -0.33 0.31 0.40 -0.002
C -1.0992 1.7819 4.0592 0.08 -0.26 -0.18 0.010
C 0.2378 1.6882 4.4341 -0.48 -0.06 0.03 -0.001
N 1.1395 1.0950 3.6847 0.30 -0.13 -0.40 0.009
H 3.4280 -4.5728 6.8400 -0.01 0.08 0.03 0.000
H 3.4325 -3.1474 7.7936 0.01 -0.12 -0.02 0.000
H 3.1207 -4.4890 4.4331 0.02 -0.09 -0.05 0.000
H 3.1100 -3.0662 2.4065 0.02 -0.09 0.06 0.000
H 3.1970 0.4363 4.8096 0.07 0.03 0.15 0.000
H 3.2543 -0.9591 6.8697 0.01 0.05 0.06 0.000
H -2.4755 1.1714 2.5268 0.07 0.05 0.03 0.000
H -1.8382 2.2663 4.6713 -0.10 0.03 0.11 0.000
H 0.6039 2.0841 5.3705 -0.09 0.12 0.18 0.000
C -0.4543 -2.3284 2.6596 -0.11 0.22 -0.15 -0.002
P -0.3265 -2.3074 0.8286 0.19 -0.04 0.45 0.010
C -2.0112 -2.7290 0.2885 0.22 0.11 -0.21 0.002
C -2.1598 -3.4762 -0.8793 -0.02 0.14 0.13 -0.001
C -3.4154 -3.8617 -1.3063 0.01 -0.07 -0.03 0.000
C -4.5346 -3.4953 -0.5767 -0.01 0.11 0.02 -0.001
C -4.3937 -2.7330 0.5721 -0.12 -0.04 0.01 0.000
C -3.1376 -2.3494 1.0116 0.22 0.10 -0.07 -0.001
C 0.5916 -3.8760 0.6821 -0.07 0.23 -0.22 0.004
C 1.9666 -3.9093 0.4847 -0.25 -0.02 -0.07 0.002
C 2.6288 -5.1276 0.5343 0.06 0.02 0.02 0.000
C 1.9294 -6.2958 0.7926 0.00 0.04 -0.01 0.000
C 0.5580 -6.2587 0.9983 -0.02 0.03 0.01 0.000
C -0.1109 -5.0504 0.9510 0.03 -0.02 -0.07 0.000
H -0.8628 -3.2978 2.9473 0.05 0.02 -0.05 0.000
H -1.0851 -1.5394 3.0553 -0.02 0.00 0.02 0.000
H 0.5485 -2.2290 3.0728 0.04 0.00 0.05 0.000
H -1.2830 -3.7700 -1.4343 0.06 -0.10 -0.13 0.000
H -3.5264 -4.4656 -2.1933 0.02 -0.03 -0.12 0.000
H -5.5155 -3.8013 -0.9045 -0.11 -0.05 -0.01 0.000
H -5.2683 -2.4655 1.1436 -0.12 0.05 0.10 0.000
H -3.0393 -1.7632 1.9150 0.00 0.00 0.11 0.000
H 2.5055 -2.9897 0.2987 0.13 0.00 0.00 0.001
H 3.6958 -5.1613 0.3798 0.14 0.01 -0.02 0.000
H 2.4486 -7.2394 0.8448 0.10 -0.10 -0.04 0.000
H 0.0093 -7.1658 1.1957 -0.04 -0.11 0.04 0.000
H -1.1794 -5.0182 1.1155 -0.02 -0.07 0.02 0.000
S -0.9497 -0.6287 -2.2960 0.21 -0.34 0.86 -0.005
C -1.8492 0.6209 -3.0407 -0.04 0.13 -0.11 0.001
N -2.8984 1.1841 -2.4073 0.18 -0.10 -0.20 -0.001
C -3.6843 2.1219 -2.9656 -0.25 0.24 -0.21 0.000
C -3.4544 2.5442 -4.2451 0.12 -0.05 -0.04 -0.001
C -2.3913 1.9721 -4.9622 -0.22 0.03 0.24 0.000
C -1.6009 1.0223 -4.3661 -0.08 -0.10 0.30 -0.001
H -3.0635 0.8857 -1.4474 -0.04 0.09 -0.31 0.000
H -4.4993 2.4965 -2.3633 0.03 -0.01 0.11 0.000
H -4.0815 3.2988 -4.6907 -0.09 0.02 0.02 0.000
H -2.2015 2.2727 -5.9818 0.02 0.05 -0.06 0.000
H -0.7848 0.5540 -4.8895 0.11 -0.04 -0.05 0.000
O -1.0641 1.9192 -0.4013 0.19 -0.23 -0.29 0.021
S -1.6922 3.2682 -0.1998 -0.42 0.17 0.91 0.006
C -0.9117 3.9097 1.3098 -0.11 0.07 -0.31 0.000
C -1.5535 4.7261 2.2231 -0.10 -0.06 -0.01 0.001
C -0.8422 5.1856 3.3205 0.00 0.12 -0.04 0.000
C 0.4908 4.8457 3.4893 0.07 0.01 -0.03 0.000
C 1.1351 4.0574 2.5483 -0.09 0.09 -0.12 0.000
C 0.4320 3.6075 1.4451 0.09 -0.12 -0.15 0.000
C -3.3578 2.8671 0.4133 0.30 0.16 -0.28 0.000
C -4.3090 3.8609 0.5785 0.01 0.01 -0.05 0.000
C -5.5982 3.5068 0.9497 0.03 -0.02 0.03 0.000
C -5.9398 2.1709 1.1039 -0.02 0.04 0.00 0.000
C -4.9906 1.1810 0.9020 0.03 0.09 -0.02 0.000
C -3.6950 1.5297 0.5598 0.13 0.02 0.06 0.000
H -2.5935 4.9841 2.0994 -0.06 0.05 0.09 0.000
H -1.3312 5.8222 4.0404 -0.07 0.06 0.10 0.000
H 1.0380 5.2017 4.3476 0.03 0.08 0.12 0.000
H 2.1731 3.7825 2.6586 0.11 0.01 0.06 0.000
H 0.9248 3.0097 0.6921 0.09 -0.08 -0.02 0.000
H -4.0581 4.8974 0.4080 0.00 0.12 -0.02 0.000
H -6.3363 4.2762 1.1132 -0.09 0.07 -0.03 0.000
H -6.9487 1.9026 1.3719 -0.13 -0.02 0.04 0.000
H -5.2470 0.1393 1.0070 -0.08 -0.14 0.03 0.000
H -2.9309 0.7705 0.4320 0.02 -0.08 0.02 0.000
C 0.8956 -4.7724 -3.0199 0.01 0.05 -0.03 -0.001
C 1.9210 -3.6979 -2.8167 0.39 -0.27 -0.39 -0.001
C 3.1997 -3.8032 -3.3627 -0.46 0.31 0.43 0.025
C 4.1757 -2.8424 -3.0817 -0.06 0.06 0.13 0.001
C 5.5561 -3.0068 -3.6345 0.08 -0.01 -0.07 -0.001
C 3.8362 -1.7266 -2.3429 -0.22 0.05 0.20 0.015
C 2.4992 -1.4865 -1.9354 0.32 -1.76 -0.72 0.011
C 1.5903 -2.5618 -2.1117 0.00 0.71 -0.09 0.022
N 2.0195 -0.3112 -1.4709 -2.73 0.10 3.23 0.053
C 2.6023 0.9798 -1.8761 0.47 1.18 -0.33 0.004
C 1.4330 1.9139 -2.2436 0.16 -0.34 0.16 0.002
C 3.5085 0.9387 -3.1202 -0.05 -0.06 0.03 0.000
C 3.3815 1.6072 -0.7105 -0.09 -0.21 -0.09 0.003
H 1.3249 -5.6230 -3.5441 -0.07 -0.05 -0.01 0.000
H 0.0579 -4.3876 -3.6037 -0.05 -0.07 -0.03 0.000
H 0.5119 -5.1132 -2.0575 -0.01 -0.10 0.05 0.000
H 3.4469 -4.6481 -3.9864 0.07 -0.18 -0.04 0.001
H 5.8559 -4.0507 -3.6475 0.06 -0.08 0.03 0.000
H 6.2903 -2.4379 -3.0717 0.06 0.05 0.04 0.000
H 5.5710 -2.6542 -4.6665 0.08 0.03 -0.05 0.000
H 4.6092 -1.0463 -2.0340 0.11 0.13 -0.08 0.000
H 0.5798 -2.4495 -1.7451 0.15 -0.06 -0.13 0.000
H 0.9088 1.5258 -3.1146 -0.11 0.02 -0.01 0.000
H 1.8150 2.9051 -2.4779 0.09 0.04 0.03 0.000
H 0.7245 2.0208 -1.4226 -0.04 0.04 -0.06 0.000
H 3.1838 0.1917 -3.8394 -0.02 -0.01 -0.10 0.000
H 4.5466 0.7622 -2.8665 0.11 -0.08 -0.04 0.000
H 3.4722 1.9075 -3.6113 -0.07 0.13 0.04 0.000
H 2.7500 1.7319 0.1675 -0.03 0.14 -0.03 0.000
H 3.7608 2.5803 -1.0076 0.01 0.13 -0.10 0.000
H 4.2152 0.9836 -0.4073 0.11 -0.05 -0.04 0.000
```
Forces are in eV/Å.

The lowest unoccupied orbital energy (alpha / beta) comes out at -6.7 / -6.7 eV. The spin multiplicity is 2. The highest occupied orbital energy (alpha / beta) comes out at -12.0437 / -12.0588 eV. The expectation value of S² is 0.774. As for the net charge: +2. The calculation puts the HOMO-LUMO gap (alpha / beta) at 5.346 / 5.380 eV. The relative energy (zero: lowest compared OMol25 entry of this formula, charge and spin) comes out at 1.288 eV.

=====

No. 2
DFT (ωB97M-V with the def2-TZVPD basis set) results for a structure of composition C3H4N4.

The geometry in XYZ format:
```
11
Properties=species:S:1:pos:R:3:forces:R:3:mulliken_charge:R:1
C -1.1135 -0.0694 -1.8363 -5.76 1.84 -2.84 -0.251
C -0.5201 -0.1243 1.0453 4.02 -0.89 -0.38 0.129
C 1.7200 0.0799 1.3906 -6.88 1.63 -3.14 -0.180
H -2.1986 0.4389 -1.1771 3.30 -2.02 -2.00 0.173
H -1.1420 -0.2463 -3.0066 -0.67 0.31 2.62 0.273
H -1.5218 -0.4978 1.1350 -0.25 0.28 -0.35 0.342
H 2.6297 0.0579 1.8665 1.65 0.17 1.27 0.423
N 0.0276 -0.0454 -1.4088 0.92 -0.57 -0.26 -0.648
N 0.2156 0.1280 -0.1121 1.30 2.33 1.06 0.822
N 0.3652 -0.2341 2.0146 2.88 0.58 -0.68 -0.542
N 1.5378 0.5127 0.0890 -0.52 -3.66 4.70 -0.542
```
Forces are in eV/Å.

The lowest unoccupied orbital energy comes out at 0.2 eV. The highest occupied orbital energy comes out at -9.4532 eV. The calculation puts the HOMO-LUMO gap at 9.652 eV. The relative energy (zero: lowest compared OMol25 entry of this formula, charge and spin) comes out at 5.212 eV.

=====

So what do the calculations give for max |F|? Going down the list: 4.23 7.73 eV Å⁻¹.